1.
Computed, not measured: 2 unconnected molecules or ions with the total composition C2H7NO2 in a non-equilibrium geometry, with ωB97M-V/def2-TZVPD.

Structure (ORCA input):
```
! wB97M-V def2-TZVPD RIJCOSX def2/J DEFGRID3
* xyz 1 2
C 0.54746 -1.79067 -0.63512
C 1.19606 -0.43779 -0.49812
N 0.47232 0.73378 -0.31164
O 2.37317 -0.23465 -0.38109
H 1.25267 -2.58990 -0.94978
H -0.17320 -1.76977 -1.48322
H 0.15226 -2.28466 0.31486
H -0.49096 0.75171 -0.22348
H 1.14779 1.56352 -0.41868
H -1.69108 2.49979 1.15481
H -2.68335 1.92471 2.06721
O -2.10314 1.63393 1.36425
*
```

Energy relative to the best compared isomer or geometry (same formula, charge and spin) = 99.8 kJ/mol
Strongest force on any atom = 6.05 eV Å⁻¹


2.
Computed, not measured: a molecular structure, C20H23Cl2N2O2S2 in a non-equilibrium geometry, with ωB97M-V/def2-TZVPD.

Structure (ORCA input):
```
! wB97M-V def2-TZVPD RIJCOSX def2/J DEFGRID3
* xyz -1 1
C 0.82912 -3.24687 2.20948
C -0.77427 -2.87154 2.10106
O -1.46711 -2.82917 0.95805
O -1.47604 -2.50777 3.35961
C -1.41522 -1.01751 3.51450
N -2.54583 -0.34594 2.74618
C -2.31086 1.17181 2.84832
C -2.42879 1.81731 1.32958
C -1.47981 3.19296 1.24122
S -0.83945 3.25379 -0.51750
C 1.01540 3.04915 -0.61786
S 1.97101 4.40344 -0.10842
N 1.78541 1.82933 -1.05910
C 0.92444 0.77289 -1.70812
C 0.02996 1.06002 -3.09253
C -0.91536 -0.05532 -3.83461
C -1.01281 -1.62331 -3.26387
C -0.11728 -1.95316 -1.93098
C 0.80983 -0.80034 -1.15034
C 2.51162 1.33889 0.17151
C 1.65532 1.06707 1.57004
C 2.29934 0.55070 2.98672
C 3.92416 0.29203 3.08269
C 4.81072 0.53157 1.70416
C 4.14448 1.05184 0.26647
H 1.37214 -2.62451 3.05822
H 1.33124 -2.89401 1.18863
H 1.04460 -4.39995 2.30279
H -0.34267 -0.66586 3.19237
H -1.59307 -0.78603 4.64937
H -3.13791 1.61710 3.56380
H -1.21438 1.33337 3.23243
H -3.55466 2.04488 1.10382
H -2.07877 1.00378 0.55412
H -2.22533 4.11380 1.36540
H -0.64175 3.15669 2.05672
H 0.08174 2.15903 -3.54762
H -1.52915 0.26332 -4.78051
H -1.65074 -2.46679 -3.77014
H -0.12871 -3.06222 -1.50638
H 1.39270 -1.18381 -0.21227
H 0.49940 1.24464 1.51538
H 1.54069 0.41639 3.89807
H 4.35544 -0.07813 4.10585
H 5.97508 0.30756 1.80467
H 4.84943 1.23041 -0.66059
C -2.98996 -1.72509 -7.22301
Cl -2.12082 -3.03961 -8.02389
Cl -2.03670 -1.04685 -5.89774
H -3.19547 -0.93796 -7.95264
H -3.93036 -2.11204 -6.82310
*
```

Calculated total energy = -2751.8092 Ha
Strongest force on any atom = 8.50 eV Å⁻¹


3.
Computed, not measured: 3 unconnected molecules or ions with the total composition C23H29Cl6NS, with ωB97M-V/def2-TZVPD.

Structure (ORCA input):
```
! wB97M-V def2-TZVPD RIJCOSX def2/J DEFGRID3
* xyz 0 1
C -0.19592 -1.50748 2.90864
C 0.98158 -1.62580 1.94265
C 2.08183 -0.61267 2.30513
C 0.59702 -1.60205 0.44708
C -0.43389 -0.57095 0.04340
C -1.76122 -0.97903 0.14405
C -2.83017 -0.13481 -0.12673
C -2.54482 1.17176 -0.50147
C -1.23209 1.59982 -0.61698
C -0.15612 0.74213 -0.38203
C 1.26226 1.23365 -0.55445
Cl 2.05456 0.34009 -1.91502
C 1.36771 2.75573 -0.74766
C 1.10941 3.47391 0.55800
Cl 3.02544 3.23839 -1.27360
S -3.91947 2.23724 -0.85539
C -4.99392 1.68099 0.44413
C -5.80450 2.55245 1.16219
C -6.65871 2.04144 2.13376
C -6.68291 0.67670 2.40806
C -5.85099 -0.18687 1.70861
C -5.00861 0.31067 0.71586
N -4.16890 -0.54835 -0.02895
H -0.97150 -0.82985 2.56282
H -0.65204 -2.46646 3.14119
H 0.16649 -1.10318 3.85274
H 1.42242 -2.60703 2.11000
H 2.66505 -1.01815 3.12574
H 1.63993 0.34353 2.57757
H 2.75746 -0.47087 1.46662
H 1.50227 -1.51246 -0.13771
H 0.17914 -2.56921 0.18285
H -1.97649 -1.99400 0.45650
H -1.09043 2.61817 -0.93018
H 1.85397 1.00890 0.32267
H 0.70027 3.08737 -1.52886
H 0.09695 3.29172 0.90718
H 1.22532 4.54351 0.41506
H 1.83267 3.17963 1.30994
H -5.76171 3.60666 0.94418
H -7.28817 2.72688 2.67928
H -7.33876 0.30076 3.17465
H -5.85896 -1.24332 1.92893
H -4.23012 -1.50500 0.28989
Cl -0.83447 -5.81523 0.10105
C 0.41429 -6.30031 -1.07688
C 1.80074 -6.22361 -0.49214
Cl 2.27879 -4.53984 -0.16430
H 0.31633 -5.65675 -1.94724
H 0.19563 -7.32512 -1.37196
H 2.52144 -6.63303 -1.19792
H 1.87027 -6.77746 0.44048
Cl 6.02285 3.33239 -6.21626
C 5.84775 2.73390 -4.54571
C 6.55210 3.61647 -3.54887
Cl 8.32614 3.54351 -3.71915
H 6.22943 1.71686 -4.51350
H 4.78169 2.71223 -4.32398
H 6.31606 3.28655 -2.53843
H 6.24967 4.65489 -3.65555
*
```

Calculated total energy = -4107.9555 Ha
Strongest force on any atom = 0.65 eV Å⁻¹
SMILES = CC(C)Cc1cc2c(cc1[C@@H](Cl)[C@@H](C)Cl)Sc1ccccc1N2.ClCCCl.ClCCCl


4.
Computed, not measured: 2 unconnected molecules or ions with the total composition C19H21N2O8S2 in a non-equilibrium geometry, with ωB97M-V/def2-TZVPD.

Structure (ORCA input):
```
! wB97M-V def2-TZVPD RIJCOSX def2/J DEFGRID3
* xyz -1 1
C -5.84973 2.69020 -2.56056
C -4.78120 1.63040 -2.50312
O -3.56549 2.25976 -2.00173
C -2.53606 1.38906 -2.02180
N -1.53285 1.91067 -1.18633
N -0.44580 1.25007 -1.15039
C 0.60702 1.94868 -1.82901
O 0.47443 2.94535 -2.51593
O 1.78175 1.32154 -1.63595
C 2.84173 2.12418 -2.22132
C 4.13866 1.35867 -2.21767
O -2.53572 0.34716 -2.66645
H -6.82703 2.20736 -2.62309
H -5.83485 3.33934 -1.67946
H -5.73024 3.30781 -3.45648
H -5.06226 0.83028 -1.80150
H -4.57542 1.20282 -3.49463
H 2.54992 2.37753 -3.24763
H 2.92771 3.05134 -1.63631
H 4.95011 2.08342 -2.33032
H 4.30860 0.77928 -1.30287
H 4.17680 0.69318 -3.08836
C 0.77748 -2.29827 -3.12704
C -0.45966 -1.75388 -2.78275
C -0.84818 -1.68784 -1.44832
C 0.04233 -2.09374 -0.46074
S -0.35454 -1.82305 1.27296
C -0.05364 -0.17344 1.41876
S -0.13167 0.70368 2.87553
C 0.78221 -0.31692 4.04179
C 0.12533 -1.31245 4.76722
C 0.85723 -2.08967 5.66760
C 2.23530 -1.88352 5.80983
C 2.88522 -0.89911 5.05578
C 2.15475 -0.10759 4.16831
O 0.62341 1.91498 2.65938
O -1.47029 0.74765 3.41490
O -1.75437 -2.14464 1.42722
O 0.64084 -2.60198 1.98085
C 1.26946 -2.66775 -0.78436
C 1.63524 -2.76263 -2.12585
H 1.06678 -2.35153 -4.17856
H -1.13060 -1.36021 -3.54397
H -1.83544 -1.32912 -1.16508
H 0.13932 0.35862 0.49817
H -0.94311 -1.47473 4.63622
H 0.33933 -2.85595 6.24725
H 2.80687 -2.50181 6.50276
H 3.96110 -0.73628 5.14211
H 2.63374 0.65946 3.56357
H 1.92225 -3.01190 0.01502
H 2.60320 -3.19444 -2.37761
*
```

Energy relative to the best compared isomer or geometry (same formula, charge and spin) = 8.1 kJ/mol
Strongest force on any atom = 3.36 eV Å⁻¹


5.
Computed, not measured: a molecular structure, H26NO16Zn in a non-equilibrium geometry, with ωB97M-V/def2-TZVPD.

Structure (ORCA input):
```
! wB97M-V def2-TZVPD RIJCOSX def2/J DEFGRID3
* xyz 1 1
Zn 0.98402 -0.63136 -2.81848
N 0.41502 -0.74236 0.22652
O 1.01602 0.31564 0.58652
O 0.19502 -0.92336 -0.95348
O -0.42498 -1.12936 0.99552
O -1.17598 1.83064 1.27852
H -1.11498 2.02764 2.20052
H -0.34798 1.33764 1.09052
O -3.02898 -0.12836 1.59252
H -2.70298 -0.69236 2.28052
H -2.25598 0.28464 1.27552
O 3.51802 1.29964 0.50452
H 2.72702 0.86664 0.81452
H 3.96702 0.58764 0.00452
O -3.00398 -1.89936 -1.93748
H -2.35198 -1.23436 -1.88748
H -3.17698 -2.17436 -1.02348
O -0.81998 0.35864 -3.19048
H -1.50098 0.64864 -2.55948
H -0.71798 1.08664 -3.78948
O 1.57302 3.39864 1.56852
H 1.30102 3.22264 2.46552
H 2.18902 2.75564 1.26452
O -0.09598 -2.37436 -3.42548
H -0.31798 -3.00336 -2.74948
H -0.72898 -2.61536 -4.08448
O -1.51798 -1.84936 3.70552
H -0.99098 -2.11636 2.95952
H -2.40798 -2.19836 3.59252
O -0.03798 1.13264 3.83152
H 0.64702 0.77764 3.23852
H 0.05802 2.02264 3.99152
O 0.49502 3.12164 -1.03048
H 0.60002 2.91364 -0.15948
H 0.57402 4.10264 -0.92948
O 1.77302 1.13464 -2.27148
H 1.40602 1.85664 -1.72148
H 2.70502 1.44964 -2.46648
O 2.65902 -1.86236 -2.14148
H 2.63402 -2.44636 -1.36548
H 3.49202 -1.39436 -1.93848
O -2.38198 -3.06736 0.70152
H -2.13098 -3.66136 1.38352
H -1.69398 -2.38836 0.89052
*
```

Calculated total energy = -3053.1397 Ha
Strongest force on any atom = 6.67 eV Å⁻¹


6.
Computed, not measured: 2 unconnected molecules or ions with the total composition C14H30Br2N2O3 in a non-equilibrium geometry, with ωB97M-V/def2-TZVPD.

Structure (ORCA input):
```
! wB97M-V def2-TZVPD RIJCOSX def2/J DEFGRID3
* xyz 0 1
N 3.40907 5.64697 0.10880
C 4.80531 5.21811 -0.29243
C 4.87174 3.92463 -1.29660
C 6.13243 2.93436 -0.87272
Br 6.20938 2.17790 0.97785
C 5.74328 1.62461 -1.82616
O 4.24843 1.55408 -1.89073
C 3.69175 2.78712 -1.26801
C 2.20653 3.11304 -1.88009
C 1.11385 2.52899 -0.75715
C -0.41636 2.46620 -1.34335
Br -1.47743 1.06326 -0.36747
H 3.03762 5.10964 0.92280
H 2.74560 5.67776 -0.69609
H 5.32442 6.12202 -0.87339
H 5.41665 5.00223 0.69284
H 5.24204 4.36643 -2.32097
H 7.20972 3.38672 -1.02099
H 6.25898 0.64999 -1.39962
H 6.00222 1.89520 -2.95115
H 3.51252 2.49548 -0.14926
H 1.97145 2.49040 -2.87058
H 2.01358 4.23386 -2.15583
H 1.24639 3.20952 0.19791
H 1.46325 1.44042 -0.41483
H -0.37794 2.20032 -2.50484
H -0.94608 3.52738 -1.25427
C -4.59265 -4.40690 -1.47021
O -5.27386 -4.41780 -0.22404
C -4.84449 -5.47763 0.63921
C -4.10743 -4.90662 1.86236
N -2.80539 -4.34767 1.48169
C -2.16872 -3.56653 2.54694
C -2.88035 -2.27585 2.99738
O -2.90910 -1.25268 1.99888
C -3.99517 -1.35198 1.08702
H -5.06565 -3.65626 -2.11103
H -3.54289 -4.12968 -1.33721
H -4.66428 -5.37891 -1.96563
H -4.23216 -6.22169 0.11234
H -5.75100 -5.98493 0.98754
H -3.95796 -5.70282 2.59719
H -4.75000 -4.14154 2.30895
H -2.92774 -3.74251 0.67154
H -1.17335 -3.29184 2.17956
H -2.01176 -4.21484 3.42031
H -2.29811 -1.85886 3.82782
H -3.88227 -2.46091 3.39954
H -4.88968 -1.78345 1.54476
H -3.69519 -1.93059 0.21212
H -4.23921 -0.34412 0.73928
*
```

Calculated total energy = -6034.4882 Ha
Strongest force on any atom = 2.73 eV Å⁻¹
SMILES = NC[C@H]1[C@@H](Br)CO[C@@H]1CCCBr.COCCNCCOC